This record from the Open Molecules 2025 dataset describes C25H49NO2P2Ru as an isolated structure in a non-equilibrium geometry. The level of theory is wB97M-V/def2-TZVPD.

Expectation value of S²   6.03
E_LUMO (alpha / beta)   -13.545 / -17.398 eV
HOMO energy (alpha / beta)   -20.762 / -21.136 eV
Charge   +4
Spin multiplicity   5

The geometry in XYZ format:
```
80
C25H49NO2P2Ru | the Open Molecules 2025 dataset | wB97M-V/def2-TZVPD
Ru -0.32141 1.17968 -1.07213
C -0.86177 2.32652 -2.43312
O -1.19960 3.18357 -3.15787
C -1.20431 -0.34427 -1.54171
O -1.70214 -1.39654 -1.57903
P 1.81023 0.11726 -1.59758
C 2.53646 -1.49601 -1.01698
H 3.37983 -1.62459 -1.72672
C 1.80115 -0.12953 -3.43946
H 0.75262 -0.46837 -3.57496
C 3.22073 1.19598 -1.09747
H 3.31278 0.99335 -0.01873
C -1.51187 3.15063 1.52402
P -1.81496 1.46063 0.75440
H -3.13121 0.91808 2.62775
H -0.63140 2.96003 2.16104
C -3.61230 1.59163 0.17202
H -4.11694 2.22539 0.91690
C 1.99316 1.17189 -4.21771
H 3.04801 1.48219 -4.22235
H 1.35731 1.99752 -3.87235
H 1.73461 0.95461 -5.26561
C 2.76993 -1.17039 -4.01955
H 2.56213 -1.23065 -5.09508
H 2.63937 -2.17644 -3.61215
H 3.81680 -0.85292 -3.90660
C 4.54914 0.83792 -1.75908
H 4.87907 -0.18981 -1.56968
H 5.31578 1.50055 -1.34152
H 4.54565 1.01394 -2.84051
C 2.86381 2.66852 -1.26903
H 3.65577 3.27603 -0.80545
H 1.90111 2.89800 -0.78092
H 2.80521 2.93483 -2.33380
C 3.10274 -1.55358 0.40047
H 3.95738 -0.88213 0.51355
H 3.48264 -2.57895 0.53259
H 2.35613 -1.32871 1.17897
C 1.53267 -2.64400 -1.19726
H 0.73396 -2.63065 -0.42933
H 2.09732 -3.58828 -1.10301
H 1.08026 -2.68276 -2.19725
C -2.64069 3.68228 2.42681
H -2.94885 2.97723 3.20983
H -3.52445 3.95006 1.83199
H -2.28644 4.60275 2.91840
C -1.09095 4.18767 0.47846
H -1.94093 4.48410 -0.15882
C -2.25623 -0.95667 2.19031
H -0.28130 3.77674 -0.15375
H -0.71787 5.08413 1.00646
C -1.19594 0.87155 3.50948
H -1.28274 -1.42806 2.05220
H -2.68521 -1.39353 3.11052
H -2.90443 -1.25420 1.35760
C -2.12781 0.55687 2.35012
H -1.50627 0.27142 4.37572
H -1.17813 1.91812 3.80668
H -0.16099 0.60830 3.29827
C -4.36600 0.26264 0.14113
H -3.84202 -0.49144 -0.45829
H -5.34402 0.42166 -0.33205
H -4.54385 -0.14016 1.14244
C -3.73167 2.27283 -1.18864
H -3.20617 3.23524 -1.22875
H -4.79554 2.44696 -1.42161
H -3.33682 1.60903 -1.97235
H 0.39231 -0.95850 3.40257
H 0.78390 -1.39430 2.94474
C -0.44753 -5.80589 2.81592
C -1.18956 -5.44002 1.70194
C -0.96573 -4.20772 1.08160
N -0.00656 -3.36016 1.49201
C 0.75937 -3.73475 2.52095
C 0.52133 -4.90278 3.25641
H -0.58934 -6.75225 3.32222
H -1.96871 -6.06463 1.28804
H -1.57616 -3.89808 0.22478
H 1.56631 -3.06576 2.83491
H 1.12985 -5.04088 4.13403
```

---

This record from the Open Molecules 2025 dataset describes a 8-piece molecular cluster, C4H25NO7 overall in a non-equilibrium geometry. The level of theory is wB97M-V/def2-TZVPD.

E_LUMO   0.399 eV
HOMO energy   -9.002 eV

The geometry in XYZ format:
```
37
C4H25NO7 | the Open Molecules 2025 dataset | wB97M-V/def2-TZVPD
C 0.00693 0.00114 2.45300
C -0.65241 0.75839 1.31816
N -1.17456 -0.03433 0.18532
C -1.85961 -1.28127 0.51676
C -2.60990 -1.74112 -0.73907
H -0.72518 -0.20415 3.24338
H 0.65643 0.64572 3.04772
H 0.49420 -0.87955 2.06759
H -1.42398 1.45325 1.67009
H 0.08033 1.41447 0.85207
H -1.78267 0.59427 -0.32887
H -1.07932 -2.02357 0.69415
H -2.52555 -1.27292 1.38695
H -3.37970 -1.04899 -1.06950
H -1.89169 -1.74185 -1.55235
H -2.96500 -2.76005 -0.59897
O 2.37280 3.62113 0.53202
H 2.24567 3.52470 1.47287
H 1.76910 2.96681 0.13984
O 3.09845 -1.78460 0.23643
H 3.95774 -2.11443 -0.04261
H 2.55059 -2.57781 0.35723
O -2.62823 2.08973 -1.46374
H -1.97415 2.18825 -2.17082
H -2.55873 2.94983 -1.03300
O 0.07250 2.58752 -2.31999
H 0.35875 3.49320 -2.42076
H 0.90734 2.13434 -2.45524
O 0.98482 -1.21174 -2.08629
H 0.18384 -0.73771 -1.84693
H 1.57065 -1.32110 -1.34207
O 1.77129 1.27599 -0.69338
H 2.48834 0.66292 -0.64446
H 0.95071 0.81085 -0.88039
O 1.08637 -3.73841 0.94059
H 0.68556 -2.90399 0.68550
H 0.93827 -3.79490 1.88877
```

---

This record from the Open Molecules 2025 dataset describes C8H14OS2 as an isolated structure in a non-equilibrium geometry. The level of theory is wB97M-V/def2-TZVPD.

E_LUMO (alpha / beta)   0.001 / -0.241 eV
HOMO energy (alpha / beta)   -7.741 / -7.288 eV

The geometry in XYZ format:
```
25
C8H14OS2 | the Open Molecules 2025 dataset | wB97M-V/def2-TZVPD
C 0.79850 0.31131 0.35328
C 0.02466 0.12436 -0.99428
C -0.02967 -0.47422 1.38871
C -0.83851 -1.11121 -0.76012
C 1.11193 1.77190 0.71245
C 0.88127 0.10174 -2.35449
C 0.53948 -0.55708 2.80427
C -1.89348 -1.47463 -1.74917
O -1.97101 1.54230 1.18829
S -0.22590 -2.12315 0.52618
S -1.80808 0.09692 1.24684
H 1.74334 -0.16064 0.34222
H -0.73912 0.98591 -1.06411
H 1.21343 1.98418 1.86771
H 0.35271 2.45164 0.36374
H 2.04756 1.95620 0.15098
H 1.64504 -0.63876 -2.33448
H 1.11611 1.19947 -2.43090
H 0.29540 -0.09534 -3.26526
H 1.58395 -0.93774 2.86643
H -0.11544 -1.14146 3.39296
H 0.42535 0.55440 3.33487
H -2.46153 -0.51744 -1.65640
H -2.45011 -2.23078 -1.27888
H -1.24588 -1.61788 -2.65082
```

---

This record from the Open Molecules 2025 dataset describes C5H11ClNPrTi as an isolated structure in a non-equilibrium geometry. The level of theory is wB97M-V/def2-TZVPD.

Expectation value of S²   3.76
E_LUMO (alpha / beta)   2.219 / 2.222 eV
HOMO energy (alpha / beta)   -3.536 / -4.647 eV
Charge   -1
Spin multiplicity   4

The geometry in XYZ format:
```
20
C5H11ClNPrTi | the Open Molecules 2025 dataset | wB97M-V/def2-TZVPD
Ti 0.40402 -0.23179 0.27179
Cl -0.66085 -1.84153 1.52994
C 2.17539 -0.82236 -0.62863
H 2.82720 0.04789 -0.86484
H 1.93799 -1.39556 -1.55082
H 2.69826 -1.46529 0.11631
Pr -2.50750 -1.63511 -0.49782
C -4.40908 -0.71673 0.67409
C -2.61055 -3.88870 -1.36783
C -0.91253 0.15395 -1.07645
H -2.32946 -3.89775 -2.42659
H -1.93711 -4.57744 -0.83148
H -3.63340 -4.27685 -1.28235
H -4.67527 0.25198 0.23012
H -5.26420 -1.39941 0.57876
H -4.18152 -0.56576 1.74302
H -0.52975 -0.34060 -2.01015
H -1.83787 0.70338 -1.36922
N 1.54688 1.79498 2.62988
C 1.07803 1.22882 1.70276
```

---

This record from the Open Molecules 2025 dataset describes a 2-piece molecular cluster, C2H3NOS overall in a non-equilibrium geometry. The level of theory is wB97M-V/def2-TZVPD.

E_LUMO (alpha / beta)   -1.771 / -1.760 eV
HOMO energy (alpha / beta)   -8.917 / -8.931 eV

The geometry in XYZ format:
```
8
C2H3NOS | the Open Molecules 2025 dataset | wB97M-V/def2-TZVPD
C -0.53517 0.88044 0.54305
C -1.36071 0.40785 -0.64140
N -0.29074 -0.30496 0.10365
O 2.39761 -0.85651 1.26664
S 3.25163 0.03401 0.44153
H -2.36790 0.09654 -0.60131
H -1.28020 0.93509 -1.59151
H 0.18549 -1.19246 0.47935
```

---

Respective ΔE to the lowest compared entry with this formula, charge and spin values: 4.46, 27.51, 31.45, 0.00, 130.31 kcal/mol.